Formula: C18H27ClN2O
Source: the OMol25 dataset
Level of theory: ωB97M-V with the def2-TZVPD basis set

```
49
Properties=species:S:1:pos:R:3:forces:R:3
C 0.0115 2.8610 -2.0750 -0.017 -0.147 0.253
C -0.3647 2.0841 -0.8157 0.041 0.175 -0.308
C 0.8997 1.8119 0.0123 -0.422 -0.362 -0.097
O 1.6981 2.6793 0.3058 0.227 0.370 -0.017
N 1.0139 0.5354 0.4444 0.015 -0.335 0.029
C 2.1456 0.0602 1.2058 0.165 -0.189 0.000
C 2.9971 -0.9405 0.4165 0.114 0.466 0.222
C 4.1141 -1.4986 1.2987 -0.254 -0.297 -0.170
C 4.9698 -2.4955 0.5224 0.216 0.231 0.112
C 5.5628 -1.8374 -0.7193 -0.182 -0.273 -0.115
C 4.4528 -1.2809 -1.6052 0.190 0.241 0.072
C 3.5977 -0.2855 -0.8275 -0.209 -0.326 -0.125
N -1.3887 2.7800 -0.0322 0.004 -0.215 0.059
C -1.0213 4.1260 0.3680 0.008 0.104 0.062
C -1.8243 1.9969 1.1177 -0.078 0.184 0.036
C -2.4144 0.6755 0.7095 0.007 -0.076 0.052
C -3.3469 0.6222 -0.3213 0.056 -0.062 0.103
C -3.9024 -0.5805 -0.7140 -0.025 -0.073 0.012
C -3.5279 -1.7464 -0.0634 0.117 0.139 0.086
Cl -4.2187 -3.2577 -0.5477 -0.070 -0.154 -0.056
C -2.6071 -1.7152 0.9701 -0.101 -0.128 -0.078
C -2.0541 -0.5035 1.3484 -0.082 0.135 -0.054
H 0.5139 2.1972 -2.7750 0.067 -0.020 -0.081
H 0.6909 3.6722 -1.8277 0.036 0.070 -0.033
H -0.8818 3.2604 -2.5474 -0.101 0.019 -0.066
H -0.8140 1.1285 -1.1130 0.141 0.099 0.039
H 0.3438 -0.1539 0.1403 -0.073 0.177 -0.043
H 1.7879 -0.4067 2.1311 0.073 0.062 -0.007
H 2.7388 0.9417 1.4601 -0.027 -0.111 0.065
H 2.3520 -1.7706 0.1010 -0.007 -0.052 -0.013
H 3.6848 -1.9844 2.1782 0.005 0.054 0.087
H 4.7413 -0.6742 1.6445 0.036 0.090 0.077
H 5.7694 -2.8727 1.1631 -0.023 -0.092 0.002
H 4.3531 -3.3460 0.2219 -0.010 -0.085 0.011
H 6.1574 -2.5635 -1.2775 0.085 0.041 0.006
H 6.2251 -1.0237 -0.4159 0.092 0.040 0.000
H 4.8843 -0.7917 -2.4806 -0.042 -0.050 -0.070
H 3.8246 -2.1030 -1.9576 -0.025 -0.041 -0.075
H 2.7998 0.0986 -1.4669 0.015 0.086 0.011
H 4.2117 0.5639 -0.5214 0.018 0.116 0.038
H -0.8405 4.7279 -0.5181 0.048 0.111 0.012
H -0.1293 4.1578 1.0051 -0.021 0.041 -0.003
H -1.8580 4.5631 0.9125 -0.035 0.040 -0.016
H -1.0131 1.8361 1.8486 -0.093 0.005 -0.005
H -2.6052 2.5806 1.6185 0.124 -0.012 0.042
H -3.6225 1.5381 -0.8204 -0.033 0.112 -0.088
H -4.6229 -0.6184 -1.5158 -0.071 -0.032 -0.071
H -2.3259 -2.6280 1.4718 0.001 -0.101 0.025
H -1.3382 -0.4773 2.1576 0.099 0.025 0.078
```
Positions in Å, forces in eV/Å.

Values from the calculation:
- HOMO-LUMO gap: 0.3361 Eh
- LUMO: 0.612 eV
- SMILES string: C[C@@H](C(=O)NCC1CCCCC1)N(C)Cc1ccc(Cl)cc1
- HOMO energy: -8.53 eV

Atom charges from the natural (NBO) analysis, given in e for atoms 1 to 2: C -0.6152; C -0.1348